Entry 1:
{"formula": "C6H16O2", "method": "ωB97M-V/def2-TZVPD", "de_lowest_kcal_mol": 60.6, "smiles": "C=CCCCC.O.O", "lumo_ev": 0.58, "homo_lumo_gap_ev": 10.2, "charge": 0, "homo_ev": -9.6, "symbols": ["C", "C", "C", "C", "C", "C", "H", "H", "H", "H", "H", "H", "H", "H", "H", "H", "H", "H", "O", "H", "H", "O", "H", "H"], "coordinates": [[-1.058, -0.391, -2.616], [-0.113, 0.390, -3.165], [0.383, 1.675, -2.633], [1.345, 1.217, -1.532], [0.934, 0.441, -0.255], [0.364, 0.949, 1.011], [-1.578, 0.047, -1.700], [-1.388, -1.382, -3.076], [0.394, 0.016, -4.017], [0.929, 2.293, -3.552], [-0.403, 2.323, -2.282], [2.023, 0.618, -2.120], [1.780, 2.117, -1.235], [1.902, -0.152, -0.043], [0.242, -0.263, -0.643], [0.352, 0.428, 1.883], [-0.665, 1.173, 0.925], [0.962, 1.801, 1.418], [-0.846, 1.169, 4.730], [-0.118, 0.938, 4.173], [-1.380, 1.605, 4.028], [-1.284, -5.901, 3.893], [-2.108, -5.458, 3.633], [-0.668, -5.653, 3.174]], "forces_ev_per_angstrom": [[-0.6, 0.5, 0.1], [-1.9, -1.0, -0.2], [0.4, 0.6, -1.7], [-0.3, 1.1, 0.2], [2.2, -2.5, -1.2], [1.1, 3.8, -0.7], [0.3, -1.0, -1.3], [0.6, 1.5, 0.9], [0.5, -0.4, -0.8], [-1.0, -1.6, 2.6], [-0.4, 0.2, 0.2], [0.8, -0.3, 0.5], [1.6, 1.4, 0.7], [-1.5, 0.7, -0.1], [-0.5, -1.3, -0.1], [0.5, -3.1, 1.9], [-1.2, 1.0, -0.4], [-0.7, 0.3, -0.7], [-1.2, 0.8, -0.9], [1.3, -0.6, -0.1], [-0.1, -0.2, 1.0], [0.1, 0.5, -0.9], [0.3, -0.2, 0.2], [-0.4, -0.3, 0.6]], "lowdin_charge": [-0.018, -0.242, -0.221, -0.212, -0.249, -0.118, 0.082, 0.079, 0.085, 0.167, 0.096, 0.105, 0.082, 0.139, 0.051, 0.020, 0.063, 0.097, -0.055, -0.004, 0.052, -0.078, 0.035, 0.043]}

=====

Entry 2:
{"formula": "C15H50N8O10", "method": "ωB97M-V/def2-TZVPD", "de_lowest_kcal_mol": 44.0, "smiles": "NC(N)=O.NC(N)=O.NC(N)=O.NC(N)=O.CCO.CCO.CCO.CCO.CCO.CO", "lumo_ev": -0.50, "homo_lumo_gap_ev": 7.7, "charge": 0, "homo_ev": -8.2, "symbols": ["N", "C", "N", "O", "H", "H", "H", "H", "N", "C", "N", "O", "H", "H", "H", "H", "N", "C", "N", "O", "H", "H", "H", "H", "N", "C", "N", "O", "H", "H", "H", "H", "C", "C", "O", "H", "H", "H", "H", "H", "H", "C", "C", "O", "H", "H", "H", "H", "H", "H", "C", "C", "O", "H", "H", "H", "H", "H", "H", "C", "C", "O", "H", "H", "H", "H", "H", "H", "C", "C", "O", "H", "H", "H", "H", "H", "H", "C", "O", "H", "H", "H", "H"], "coordinates": [[0.612, 1.292, -2.936], [-0.391, 1.839, -2.310], [-1.528, 1.925, -2.980], [-0.382, 2.160, -0.965], [1.516, 1.150, -2.409], [0.743, 1.295, -3.965], [-2.345, 2.000, -2.440], [-1.630, 1.749, -3.995], [1.614, 2.322, 0.864], [1.658, 3.270, 1.729], [2.830, 3.515, 2.186], [0.610, 3.999, 2.183], [0.789, 2.129, 0.320], [2.278, 1.489, 0.967], [2.984, 4.289, 2.794], [3.644, 2.867, 2.103], [3.290, 0.274, 0.974], [4.252, 0.631, 1.853], [4.851, 1.689, 1.394], [4.551, -0.067, 3.029], [2.806, -0.635, 1.137], [3.453, 0.358, -0.064], [5.604, 2.131, 1.901], [4.529, 2.206, 0.576], [-2.442, -0.812, -3.544], [-1.749, -1.871, -3.358], [-0.454, -1.643, -3.210], [-2.106, -3.135, -3.289], [-3.515, -1.068, -3.510], [-2.227, 0.102, -3.130], [0.189, -2.451, -3.093], [-0.119, -0.668, -3.213], [-3.248, -2.446, 1.044], [-2.854, -2.795, -0.354], [-3.875, -3.443, -1.087], [-2.484, -1.852, 1.544], [-3.382, -3.313, 1.665], [-4.142, -1.961, 1.017], [-1.848, -3.337, -0.359], [-2.575, -1.900, -0.889], [-3.649, -3.477, -2.012], [2.408, -2.942, -4.176], [2.636, -2.227, -2.933], [1.951, -2.987, -1.993], [2.995, -2.477, -4.918], [1.393, -2.832, -4.532], [2.798, -3.941, -4.087], [2.171, -1.199, -3.007], [3.716, -2.240, -2.712], [2.354, -2.626, -1.228], [1.689, 1.186, 4.097], [1.609, -0.172, 4.752], [2.379, -1.116, 4.166], [2.651, 1.480, 3.856], [1.256, 1.802, 4.842], [1.101, 1.405, 3.286], [0.592, -0.488, 4.558], [1.823, -0.261, 5.792], [3.278, -0.857, 3.982], [0.131, -1.094, -0.200], [0.340, -1.039, 1.358], [1.576, -1.756, 1.556], [-0.685, -0.493, -0.578], [-0.076, -2.095, -0.484], [0.870, -0.835, -0.845], [-0.445, -1.436, 1.999], [0.397, -0.012, 1.590], [1.763, -1.870, 2.466], [-3.847, 0.614, -0.728], [-4.193, 2.152, -0.753], [-3.952, 2.736, -1.985], [-4.459, 0.061, -1.478], [-4.085, 0.190, 0.249], [-2.722, 0.442, -0.856], [-3.731, 2.679, 0.015], [-5.257, 2.273, -0.456], [-3.897, 3.690, -1.918], [-2.194, 1.300, 2.185], [-1.473, 1.862, 3.182], [-1.680, 1.599, 1.289], [-3.138, 1.660, 2.180], [-2.013, 0.180, 2.266], [-1.921, 1.887, 4.039]], "forces_ev_per_angstrom": [[5.0, -1.2, -1.2], [-1.6, 1.8, 7.4], [0.2, 0.0, -2.3], [-0.2, -1.8, -6.8], [-1.7, 0.6, -0.8], [-0.5, 0.1, 1.2], [-1.5, 1.0, 0.6], [0.3, 0.3, 1.2], [0.3, -3.9, -2.5], [-7.4, 4.8, 2.8], [5.8, 0.6, 2.1], [4.2, -2.8, -2.4], [-0.5, 0.3, 0.1], [-1.5, 1.8, -0.1], [-0.4, 0.2, 0.5], [-1.8, 1.3, 0.1], [-0.5, -3.0, -1.6], [0.9, -5.4, 4.8], [2.9, 2.7, -0.1], [-1.2, 4.2, -6.3], [0.0, 0.4, 0.5], [0.2, 0.3, 1.8], [0.0, -0.3, 0.1], [0.0, -0.6, 0.4], [-7.4, 2.3, -0.5], [2.2, -7.7, 1.2], [2.7, 0.4, 0.0], [-0.2, 4.3, -0.7], [2.9, 1.0, -0.2], [0.1, -1.0, -0.2], [-1.0, 1.2, 0.2], [0.0, -1.2, 0.1], [1.9, -1.4, 0.2], [2.0, -0.5, -1.0], [-0.6, -0.1, 1.6], [-0.1, 0.2, -0.2], [-0.1, -0.6, 0.2], [-2.6, 1.7, 0.1], [-1.4, 0.0, 0.0], [-0.1, 0.7, -0.1], [0.8, 0.0, -0.7], [0.3, 0.1, -1.7], [-0.2, 0.6, -0.4], [-0.1, -0.1, 0.5], [0.8, 0.6, -1.3], [-0.3, -0.6, 0.1], [-0.4, -0.6, 0.0], [0.9, -0.5, 0.2], [-0.3, 0.6, 0.0], [-0.3, -0.2, 2.3], [-0.1, -0.7, 2.7], [-1.3, 0.6, -1.1], [0.6, -3.2, -1.6], [2.1, 0.6, 0.1], [-0.1, 1.4, 0.8], [-1.7, -0.4, -2.1], [-0.6, -0.3, 0.5], [-0.2, 1.0, 1.2], [0.7, 0.7, -0.2], [-3.0, -1.0, 2.8], [0.9, -0.6, -2.2], [-0.7, 0.2, -2.0], [-0.6, 0.2, 0.5], [-0.4, -1.0, -0.2], [3.2, 1.2, -1.1], [-0.2, -0.4, -0.5], [0.6, 1.4, 0.8], [0.4, 0.1, 2.2], [0.8, 1.0, -0.5], [-2.0, -2.2, 0.9], [0.2, -0.1, -1.4], [0.6, 0.4, 0.4], [-0.1, 0.2, 0.0], [-1.5, 0.2, 0.0], [1.6, 0.7, 1.4], [0.1, -0.3, -0.5], [0.0, 0.1, 0.2], [3.1, -2.9, -0.6], [1.6, 1.5, 2.7], [0.0, 0.2, -0.8], [-3.5, 0.5, -0.3], [-1.3, 0.9, -0.4], [0.0, -0.2, -0.5]], "lowdin_charge": [0.142, -0.565, 0.157, -0.093, 0.143, 0.147, 0.035, 0.148, 0.158, -0.702, 0.153, -0.101, 0.036, 0.045, 0.115, 0.069, 0.119, -0.517, 0.145, -0.085, 0.091, 0.156, 0.142, 0.136, 0.171, -0.688, 0.166, -0.055, 0.184, 0.056, 0.097, 0.071, -0.067, -0.344, -0.062, 0.047, 0.080, 0.035, 0.130, 0.053, 0.035, -0.094, -0.373, -0.056, 0.068, 0.075, 0.096, 0.103, 0.131, 0.060, -0.057, -0.312, -0.085, 0.036, 0.084, 0.015, 0.111, 0.108, 0.034, -0.054, -0.204, -0.087, 0.051, 0.048, 0.007, 0.103, 0.064, 0.041, -0.059, -0.302, -0.078, 0.087, 0.060, 0.066, 0.080, 0.120, 0.111, -0.186, -0.095, 0.068, 0.048, 0.087, 0.101]}